1.
Density functional theory data (ωB97M-V/def2-TZVPD) for a cluster of 12 separate species, C60H60N12 in total.

The value obtained for the frontier orbital gap is 9.7 eV. The value obtained for the relative energy (zero: lowest compared OMol25 entry of this formula, charge and spin) is 1.3786 eV. As for the calculated total energy: -2979.321987 a.u. As for the HOMO energy: -9.282 eV. As for the LUMO energy: 0.4 eV. Its spin multiplicity is 1. Its SMILES is c1ccncc1.c1ccncc1.c1ccncc1.c1ccncc1.c1ccncc1.c1ccncc1.c1ccncc1.c1ccncc1.c1ccncc1.c1ccncc1.c1ccncc1.c1ccncc1.

The geometry in XYZ format:
```
132
Properties=species:S:1:pos:R:3:mulliken_charge:R:1
C -5.214 7.103 25.666 -0.557
C -4.526 7.801 26.646 -0.499
C -4.815 7.503 27.964 -0.433
N -5.798 6.695 28.322 -0.585
C -6.507 6.113 27.370 -0.190
C -6.265 6.254 26.022 -0.513
H -4.959 7.328 24.632 0.354
H -3.644 8.396 26.440 0.414
H -4.224 7.911 28.779 0.432
H -7.327 5.556 27.805 0.886
H -6.888 5.777 25.278 0.685
C -11.771 8.051 20.861 -0.512
C -11.385 6.741 20.736 0.780
C -10.248 6.479 19.969 -0.394
N -9.567 7.401 19.327 -0.614
C -9.943 8.656 19.496 -0.316
C -11.033 9.028 20.266 -0.463
H -12.634 8.316 21.465 0.411
H -11.952 5.931 21.172 -0.218
H -9.881 5.466 19.849 0.620
H -9.373 9.459 19.038 0.343
H -11.181 10.068 20.527 0.375
C -12.580 2.646 29.940 -0.070
C -11.592 2.931 30.858 -0.257
C -11.270 1.960 31.796 -0.480
N -11.840 0.761 31.839 -0.622
C -12.672 0.473 30.851 -0.231
C -13.100 1.380 29.908 -0.392
H -12.890 3.405 29.229 0.484
H -11.187 3.928 31.000 0.415
H -10.493 2.106 32.543 0.379
H -13.046 -0.544 30.885 0.370
H -13.885 1.071 29.231 0.390
C -8.908 3.568 21.932 0.400
C -9.063 2.885 23.102 0.343
C -7.938 2.606 23.836 -0.794
N -6.740 3.035 23.498 -0.113
C -6.628 3.749 22.422 -0.647
C -7.694 4.140 21.642 -0.663
H -9.763 3.835 21.318 -0.212
H -10.070 2.606 23.382 0.332
H -8.057 2.039 24.755 0.499
H -5.656 4.152 22.149 0.354
H -7.544 4.684 20.719 0.501
C -11.580 9.072 30.002 -0.313
C -10.199 9.034 30.122 -0.512
C -9.544 7.830 29.863 -0.399
N -10.146 6.787 29.304 0.008
C -11.433 6.879 29.081 0.222
C -12.213 7.980 29.411 -0.937
H -12.169 9.954 30.238 0.390
H -9.589 9.808 30.579 0.443
H -8.481 7.738 30.048 0.372
H -11.934 5.994 28.693 0.343
H -13.280 7.990 29.239 0.442
C -11.192 0.903 20.390 -0.451
C -11.980 1.816 21.065 -0.088
C -12.154 3.073 20.529 -0.226
N -11.666 3.432 19.347 -0.375
C -10.979 2.527 18.652 -0.386
C -10.714 1.264 19.139 -0.561
H -10.924 -0.052 20.824 0.447
H -12.300 1.598 22.080 0.440
H -12.641 3.862 21.090 0.399
H -10.676 2.849 17.662 0.426
H -10.104 0.583 18.553 0.408
C -13.522 -0.028 24.658 0.773
C -14.293 0.885 25.338 -0.657
C -15.355 1.468 24.652 -0.593
N -15.785 1.011 23.494 -0.449
C -15.111 0.034 22.909 -0.502
C -13.934 -0.452 23.435 -0.756
H -12.614 -0.394 25.113 0.342
H -14.074 1.172 26.359 0.620
H -15.950 2.292 25.044 0.376
H -15.481 -0.200 21.918 0.404
H -13.392 -1.226 22.901 0.469
C -10.098 -0.437 25.710 -0.564
C -10.205 0.460 26.750 0.380
C -10.727 0.019 27.951 -0.578
N -11.278 -1.147 28.139 -0.479
C -11.265 -1.980 27.110 -0.380
C -10.650 -1.685 25.904 -0.376
H -9.733 -0.242 24.706 0.388
H -9.968 1.503 26.599 0.382
H -10.685 0.767 28.738 0.490
H -11.632 -2.998 27.224 0.328
H -10.670 -2.409 25.097 0.384
C -10.921 4.383 26.636 -0.827
C -11.803 3.450 26.119 -0.625
C -12.196 3.558 24.793 -0.098
N -11.797 4.548 24.007 0.539
C -10.846 5.364 24.480 -1.428
C -10.436 5.364 25.803 -0.478
H -10.746 4.362 27.703 1.444
H -12.332 2.752 26.760 0.139
H -13.021 2.997 24.364 -0.104
H -10.456 6.013 23.706 0.621
H -9.769 6.152 26.141 0.715
C -14.979 5.544 21.526 -0.305
C -15.517 5.794 20.291 -0.290
C -16.379 4.884 19.710 -0.409
N -16.705 3.739 20.275 -0.650
C -16.230 3.513 21.468 -0.312
C -15.365 4.376 22.125 -0.012
H -14.249 6.231 21.927 0.522
H -15.327 6.749 19.806 0.379
H -16.790 5.101 18.731 0.363
H -16.594 2.631 21.976 0.596
H -14.988 4.065 23.097 0.132
C -10.673 8.837 25.617 -0.749
C -10.648 8.656 24.233 0.424
C -9.411 8.633 23.602 -0.218
N -8.260 8.695 24.242 -0.530
C -8.291 8.863 25.541 -0.919
C -9.454 8.980 26.289 -0.087
H -11.596 9.038 26.156 0.384
H -11.575 8.564 23.681 0.267
H -9.337 8.734 22.520 0.431
H -7.323 9.029 26.006 0.525
H -9.423 9.220 27.342 0.533
C -4.832 2.578 28.701 -0.320
C -6.183 2.820 28.795 -0.840
C -6.961 2.720 27.660 -0.527
N -6.479 2.476 26.454 0.047
C -5.178 2.316 26.354 -0.181
C -4.317 2.319 27.442 -0.633
H -4.175 2.538 29.560 0.391
H -6.644 3.023 29.755 0.443
H -8.035 2.831 27.690 0.824
H -4.835 2.275 25.323 0.350
H -3.257 2.272 27.218 0.387
```


2.
Density functional theory data (ωB97M-V/def2-TZVPD) for a cluster of 11 separate species, C60H61F5O6 in total.

The value obtained for the frontier orbital gap (spin up / spin down) is 1.4 / 6.5 eV. As for the calculated total energy: -3273.534668 a.u. The charge is -1. As for the HOMO energy (spin up / spin down): 0.489 / -4.625 eV. As for the LUMO energy (spin up / spin down): 1.9 / 1.8 eV. Its spin multiplicity is 2. As for the expectation value of S²: 0.757.

The geometry in XYZ format:
```
132
Properties=species:S:1:pos:R:3:mulliken_charge:R:1
C -26.453 -3.694 11.402 -0.220
O -25.120 -3.422 11.014 -0.321
C -24.187 -4.328 10.876 0.226
O -24.156 -5.369 11.435 -0.370
O -23.141 -3.903 10.106 -0.097
C -21.995 -4.703 9.879 -0.342
H -26.494 -4.556 12.067 0.352
H -26.939 -3.984 10.470 0.246
H -26.963 -2.894 11.939 0.057
H -22.353 -5.569 9.321 0.149
H -21.505 -4.735 10.852 0.265
H -21.352 -4.119 9.221 0.075
C -20.501 -11.234 15.271 -0.671
O -20.368 -10.214 14.285 -0.306
C -20.995 -9.101 14.318 0.638
O -21.751 -8.746 15.194 -0.525
O -20.719 -8.530 13.091 -0.261
C -21.424 -7.280 12.811 -0.442
H -19.867 -12.076 14.994 0.220
H -21.519 -11.617 15.346 0.312
H -20.221 -10.844 16.249 0.295
H -21.305 -7.126 11.738 0.063
H -20.989 -6.444 13.358 0.331
H -22.503 -7.397 12.904 0.329
F -22.369 -0.067 4.625 -0.331
C -22.487 -0.007 5.959 0.423
C -22.443 1.276 6.527 -0.634
C -22.448 1.341 7.930 -0.307
C -22.424 0.188 8.682 -0.850
C -22.494 -1.083 8.109 0.149
C -22.475 -1.211 6.707 -0.642
H -22.449 2.131 5.868 0.447
H -22.379 2.306 8.410 0.402
H -22.288 0.288 9.748 0.422
H -22.528 -1.883 8.834 0.376
H -22.450 -2.198 6.269 0.519
F -20.194 -7.566 7.283 -0.331
C -21.533 -7.607 7.083 0.637
C -22.266 -8.167 8.096 -0.629
C -23.614 -8.301 7.914 0.402
C -24.257 -7.956 6.719 -0.539
C -23.480 -7.470 5.644 -0.590
C -22.127 -7.319 5.869 -0.597
H -21.785 -8.375 9.040 0.389
H -24.313 -8.768 8.592 -0.002
H -25.311 -8.074 6.518 0.363
H -23.883 -7.203 4.678 0.424
H -21.480 -7.089 5.034 0.446
F -29.840 -5.929 8.608 -0.386
C -29.880 -4.820 9.307 0.769
C -29.793 -4.839 10.690 -0.746
C -29.892 -3.631 11.407 0.137
C -30.121 -2.449 10.713 -0.818
C -30.056 -2.457 9.320 -0.173
C -30.110 -3.627 8.612 -0.945
H -29.526 -5.761 11.186 0.595
H -29.984 -3.553 12.480 0.121
H -30.207 -1.536 11.283 0.544
H -30.133 -1.560 8.723 0.397
H -30.274 -3.525 7.549 0.537
F -26.391 -10.537 8.417 -0.346
C -26.568 -9.804 9.519 0.289
C -26.877 -8.439 9.215 -0.274
C -27.142 -7.529 10.243 -0.398
C -26.899 -7.928 11.557 -0.665
C -26.510 -9.288 11.813 -0.576
C -26.382 -10.241 10.817 -0.586
H -26.963 -8.151 8.178 0.604
H -27.381 -6.487 10.085 0.495
H -27.003 -7.217 12.363 0.514
H -26.352 -9.622 12.828 0.433
H -26.069 -11.226 11.131 0.456
F -30.777 -0.125 14.009 -0.394
C -29.571 -0.389 14.536 0.072
C -29.489 -0.400 15.907 -0.080
C -28.326 -0.568 16.572 -0.578
C -27.181 -0.653 15.837 -0.255
C -27.199 -0.666 14.454 -0.843
C -28.437 -0.576 13.756 -0.223
H -30.397 -0.306 16.484 0.384
H -28.345 -0.775 17.632 0.358
H -26.284 -0.752 16.430 0.389
H -26.306 -0.912 13.898 0.495
H -28.355 -0.705 12.687 0.632
C -17.529 -5.061 9.218 -0.211
C -16.200 -5.207 8.910 -0.534
C -15.263 -4.282 9.336 -0.335
C -15.621 -3.289 10.259 -0.443
C -16.975 -3.247 10.679 -0.347
C -17.945 -4.063 10.124 -0.331
H -18.329 -5.673 8.830 0.487
H -15.993 -6.019 8.228 0.357
H -14.210 -4.353 9.106 0.333
H -15.006 -2.504 10.672 0.365
H -17.256 -2.559 11.464 0.357
H -18.979 -4.066 10.436 0.292
C -27.960 -2.215 6.677 -0.702
C -28.316 -0.860 6.631 -0.400
C -27.685 0.116 7.318 -0.549
C -26.675 -0.257 8.182 -0.949
C -26.239 -1.585 8.314 0.005
C -26.832 -2.522 7.481 -0.192
H -28.457 -2.993 6.117 0.621
H -29.118 -0.497 6.005 0.305
H -28.061 1.121 7.200 0.402
H -26.134 0.538 8.673 0.461
H -25.427 -1.942 8.930 0.498
H -26.472 -3.537 7.393 0.522
C -24.253 -3.402 17.054 -0.884
C -25.027 -3.629 15.894 -0.209
C -24.549 -3.362 14.598 -0.261
C -23.375 -2.662 14.440 -0.442
C -22.687 -2.307 15.554 -0.480
C -23.085 -2.705 16.888 -0.396
H -24.654 -3.688 18.016 0.423
H -26.000 -3.980 16.203 0.341
H -25.233 -3.704 13.834 0.599
H -22.968 -2.428 13.467 0.495
H -21.755 -1.762 15.516 0.361
H -22.404 -2.314 17.629 0.386
C -28.669 -5.965 17.169 -0.540
C -28.169 -5.986 15.812 -0.553
C -28.659 -4.954 15.006 0.364
C -29.541 -3.945 15.415 -0.514
C -30.085 -4.072 16.721 -0.575
C -29.667 -5.049 17.568 -0.498
H -28.263 -6.662 17.888 0.385
H -27.546 -6.752 15.373 0.381
H -28.437 -4.805 13.959 -0.079
H -29.915 -3.248 14.679 0.152
H -30.857 -3.391 17.048 0.298
H -30.026 -5.203 18.575 0.356
```


3.
Density functional theory data (ωB97M-V/def2-TZVPD) for a cluster of 12 separate species, C60H63ClF12O41P2 in total.

The value obtained for the frontier orbital gap is 6.4 eV. As for the calculated total energy: -7750.006010 a.u. As for the HOMO energy: -8.231 eV. As for the LUMO energy: -1.9 eV. Its spin multiplicity is 1. Its SMILES is C[C@H](F)Cc1c(C[C@H](C)OCc2ccccc2)c(CC(=O)Cl)c2c(c1PP(=O)(O)O)C(=O)C=C(CCO)C2=O.O=C1OC[C@@H](F)O1.O=C1OC[C@@H](F)O1.O=C1OC[C@@H](F)O1.O=C1OC[C@@H](F)O1.O=C1OC[C@@H](F)O1.O=C1OC[C@@H](F)O1.O=C1OC[C@@H](F)O1.O=C1OC[C@@H](F)O1.O=C1OC[C@@H](F)O1.O=C1OC[C@@H](F)O1.O=C1OC[C@@H](F)O1.

The geometry in XYZ format:
```
179
Properties=species:S:1:pos:R:3:mulliken_charge:R:1
C 3.627 0.489 1.415 -1.176
C 2.818 -0.248 0.241 0.884
F 3.547 -1.387 -0.299 -0.368
C 2.327 0.758 -0.940 -1.435
C 0.742 0.455 -1.137 0.681
C 0.265 -0.640 -2.166 0.320
C 1.304 -1.502 -3.066 -1.015
C 1.448 -3.018 -2.473 0.548
C 0.796 -3.201 -1.016 -0.553
O 2.807 -3.511 -2.503 -0.364
C 2.878 -4.824 -3.159 -0.616
C 2.175 -5.992 -2.331 1.103
C 2.965 -6.931 -1.350 -0.634
C 2.274 -8.047 -0.511 -0.508
C 0.736 -8.319 -0.590 -0.230
C -0.066 -7.419 -1.603 -0.748
C 0.638 -6.299 -2.437 -0.175
C -1.289 -0.878 -2.281 0.170
C -1.804 -1.968 -3.357 -0.069
C -1.912 -1.191 -4.790 0.364
O -1.280 -1.584 -5.809 -0.540
Cl -2.924 0.325 -5.040 -0.163
C -2.320 -0.119 -1.414 0.348
C -1.789 0.972 -0.406 0.224
C -0.255 1.288 -0.263 0.158
P 0.238 2.657 0.964 0.205
P 0.319 1.858 3.009 0.742
O 1.704 2.256 3.563 -0.610
O 0.055 0.176 2.942 -0.481
O -0.875 2.711 3.892 -0.413
C -2.932 1.731 0.439 -0.653
O -2.917 2.950 0.728 -0.339
C -4.178 0.795 0.866 -0.631
C -4.662 -0.194 -0.052 0.434
C -5.940 -1.115 0.336 -0.408
C -6.168 -1.242 1.917 -0.485
O -6.907 -0.075 2.444 -0.517
C -3.913 -0.378 -1.474 0.048
O -4.529 -0.699 -2.520 -0.564
H 3.099 0.247 2.414 0.296
H 4.662 -0.023 1.481 0.284
H 3.691 1.622 1.313 0.228
H 1.873 -0.700 0.729 -0.131
H 2.544 1.853 -0.714 0.559
H 2.932 0.502 -1.888 0.286
H 2.331 -1.013 -3.137 0.327
H 0.888 -1.535 -4.145 0.286
H 0.838 -3.689 -3.192 0.134
H 1.147 -2.419 -0.253 -0.182
H 1.042 -4.226 -0.549 0.365
H -0.348 -3.200 -1.159 0.089
H 3.993 -5.078 -3.303 0.235
H 2.416 -4.806 -4.205 0.265
H 4.085 -6.771 -1.240 0.365
H 2.899 -8.698 0.186 0.302
H 0.198 -9.124 0.012 0.312
H -1.181 -7.633 -1.675 0.333
H -0.031 -5.685 -3.123 0.340
H -1.027 -2.799 -3.517 -0.513
H -2.777 -2.474 -3.050 0.687
H 1.577 3.134 0.680 0.160
H -0.622 0.052 2.230 0.342
H -1.144 2.181 4.684 0.319
H -4.628 0.962 1.897 0.288
H -6.848 -0.545 -0.100 0.256
H -5.848 -2.148 -0.138 0.307
H -6.852 -2.150 2.100 0.283
H -5.198 -1.311 2.521 0.352
H -6.500 0.214 3.295 0.286
O 1.189 -10.486 1.388 -0.499
C 1.165 -9.920 2.443 0.635
O 1.536 -10.490 3.624 -0.352
C 1.492 -9.462 4.603 -0.475
C 0.534 -8.485 3.999 0.294
F 0.844 -7.216 4.354 -0.277
O 0.757 -8.631 2.612 -0.181
H 2.494 -9.043 4.736 0.283
H 1.144 -9.848 5.563 0.277
H -0.517 -8.687 4.226 0.288
O 3.248 -9.184 -3.982 -0.487
C 4.422 -8.971 -3.996 0.543
O 5.358 -9.864 -4.431 -0.348
C 6.605 -9.188 -4.413 -0.518
C 6.367 -8.104 -3.412 0.432
F 7.086 -6.994 -3.717 -0.326
O 4.996 -7.806 -3.573 -0.167
H 6.823 -8.799 -5.412 0.295
H 7.412 -9.860 -4.116 0.293
H 6.560 -8.398 -2.376 0.266
O -3.968 9.436 -0.193 -0.545
C -3.415 8.374 -0.154 0.470
O -3.825 7.326 0.617 -0.232
C -2.993 6.224 0.279 -0.245
C -1.776 6.898 -0.268 0.340
F -1.194 6.145 -1.228 -0.282
O -2.297 8.068 -0.867 -0.321
H -3.500 5.600 -0.462 0.225
H -2.773 5.615 1.157 0.187
H -1.034 7.171 0.488 0.328
O -3.541 13.347 4.912 -0.535
C -3.219 12.812 3.891 0.620
O -3.348 13.377 2.657 -0.334
C -2.734 12.486 1.736 -0.199
C -2.797 11.181 2.462 0.466
F -1.739 10.395 2.145 -0.282
O -2.684 11.559 3.819 -0.330
H -1.709 12.813 1.544 0.059
H -3.277 12.463 0.790 0.293
H -3.728 10.628 2.310 0.250
O 0.816 4.332 -2.105 -0.400
C 1.129 3.789 -3.120 0.312
O 1.009 4.345 -4.358 -0.336
C 1.610 3.437 -5.270 -0.517
C 1.526 2.140 -4.530 0.483
F 2.572 1.334 -4.837 -0.329
O 1.643 2.532 -3.178 0.050
H 2.641 3.746 -5.464 0.292
H 1.067 3.413 -6.216 0.320
H 0.586 1.599 -4.676 0.127
O -9.587 6.213 3.042 -0.522
C -8.392 6.200 3.037 0.617
O -7.618 7.144 2.430 -0.312
C -6.271 6.843 2.765 -0.006
C -6.338 5.385 3.087 0.375
F -5.430 5.052 4.037 -0.296
O -7.633 5.233 3.630 -0.335
H -5.966 7.451 3.623 0.216
H -5.601 7.055 1.930 -0.009
H -6.224 4.727 2.220 0.351
O 6.957 -9.505 0.641 -0.503
C 8.088 -9.227 0.372 0.629
O 9.068 -9.028 1.297 -0.316
C 10.280 -8.853 0.576 -0.450
C 9.793 -8.397 -0.762 0.314
F 10.619 -8.817 -1.750 -0.284
O 8.553 -9.063 -0.900 -0.259
H 10.814 -9.806 0.528 0.282
H 10.921 -8.116 1.060 0.272
H 9.640 -7.317 -0.841 0.309
O -3.084 -6.671 -4.394 -0.510
C -3.687 -5.732 -4.820 0.551
O -3.201 -4.456 -4.844 -0.154
C -4.154 -3.674 -5.538 -0.276
C -5.411 -4.464 -5.371 0.299
F -6.226 -4.316 -6.442 -0.296
O -4.948 -5.799 -5.337 -0.325
H -3.852 -3.580 -6.585 0.255
H -4.230 -2.675 -5.104 0.175
H -5.964 -4.242 -4.453 0.290
O 5.528 3.504 -0.635 -0.529
C 6.301 2.633 -0.912 0.670
O 7.140 2.668 -1.985 -0.314
C 7.976 1.524 -1.886 -0.477
C 7.154 0.601 -1.044 0.412
F 7.942 -0.190 -0.277 -0.310
O 6.443 1.482 -0.197 -0.242
H 8.919 1.803 -1.408 0.277
H 8.191 1.109 -2.871 0.284
H 6.448 -0.015 -1.609 0.248
O 1.927 16.531 2.083 -0.505
C 1.635 15.427 2.436 0.607
O 1.563 15.034 3.740 -0.324
C 1.060 13.706 3.738 -0.171
C 1.419 13.230 2.367 0.223
F 0.506 12.341 1.904 -0.202
O 1.340 14.404 1.585 -0.288
H -0.021 13.727 3.908 0.120
H 1.526 13.109 4.523 0.297
H 2.424 12.804 2.288 0.227
O -5.356 -2.903 5.933 -0.505
C -6.072 -2.041 6.351 0.570
O -6.254 -0.835 5.738 -0.210
C -7.269 -0.159 6.470 -0.453
C -7.191 -0.817 7.810 0.279
F -8.406 -0.858 8.403 -0.282
O -6.798 -2.139 7.498 -0.300
H -8.234 -0.314 5.979 0.304
H -7.069 0.913 6.520 0.320
H -6.461 -0.368 8.490 0.284
```


We obtain F_max values of 2.1, 3.7, 5.7 eV/Å for the records listed above, in that order.